The following is a DFT calculation (wB97M-V/def2-TZVPD) of a structure of composition C28H35N3OSm in a non-equilibrium geometry.

```
! RIJCOSX wB97M-V def2-TZVPD def2/J DEFGRID3
* xyz -1 6
Sm 0.38028 -0.79440 0.30937
N 2.54823 -1.47440 3.41765
N -2.33477 -0.36532 1.83524
C 0.30782 -1.69045 -2.08800
C -1.00226 -1.99456 -1.57540
C -0.88758 -2.99017 -0.56577
C -2.02476 -3.59313 0.19209
H -2.97254 -3.08439 -0.00792
H -1.91454 -3.60614 1.28904
H -2.15988 -4.64018 -0.13069
C 0.50009 -3.32798 -0.43692
C 1.08518 -4.31201 0.50912
H 1.33175 -5.21992 -0.08108
H 0.39956 -4.61578 1.31593
H 2.01424 -3.98314 0.99820
C 1.25194 -2.52045 -1.37446
C 2.73085 -2.34781 -1.37459
H 3.27087 -2.46506 -0.39612
H 3.09714 -1.40734 -1.84800
H 3.10884 -3.16333 -2.01605
C -2.29657 -1.38489 -1.99115
H -2.88675 -2.10797 -2.57060
H -2.14138 -0.51667 -2.62156
H -2.95435 -1.07585 -1.15670
C 0.66592 -0.56008 -3.00571
H 1.59888 0.01237 -2.76065
H -0.12070 0.20960 -3.14670
H 0.85072 -1.03415 -3.98519
C 3.19997 -0.88760 4.39363
H 4.16681 -1.35553 4.66082
C 2.74627 0.26577 5.07692
H 3.37187 0.68337 5.84500
C 1.51824 0.84984 4.74179
H 1.11304 1.75165 5.23005
C 0.75973 0.24916 3.74826
H -0.24732 0.56304 3.41267
C 1.22391 -1.05790 3.20677
C 0.55746 -1.85353 2.31692
H -0.00963 -2.76844 2.54503
C -1.63100 -0.01105 0.78844
C -3.27076 0.60613 2.07927
H -4.01519 0.42299 2.81730
C -3.01890 1.68862 1.23552
H -3.47220 2.64930 1.06974
N -1.86077 1.33306 0.51364
C -1.17090 2.10987 -0.50803
C -1.78141 2.28733 -1.76641
C -1.15095 3.10751 -2.72529
H -1.64115 3.24844 -3.68114
C 0.06267 3.71886 -2.44649
C 0.74374 4.55800 -3.48154
H 1.76801 4.21620 -3.66020
H 0.81305 5.61184 -3.18440
H 0.20251 4.52122 -4.42847
C 0.65577 3.56288 -1.19674
H 1.58507 4.07251 -0.94658
C 0.05566 2.74486 -0.21501
C 0.65218 2.62845 1.16323
H 0.31986 3.43347 1.83216
H 1.74563 2.65623 1.13458
H 0.36277 1.70523 1.69606
C -3.09767 1.64553 -2.04432
H -3.94572 2.33347 -1.99742
H -3.32826 0.86242 -1.32360
H -3.11257 1.20077 -3.04358
O 2.40390 0.46969 0.39181
H 2.36472 0.54937 -0.59989
H 2.91537 -0.31940 0.61616
*
```

The value obtained for the total energy is -1985.27923 a.u. The value obtained for the HOMO energy (spin up / spin down) is -1.57 / -1.72 eV. The maximum force comes out at 3.35 eV Å⁻¹. As for the expectation value of S²: 8.823. Its energy relative to the best compared isomer or geometry (same formula, charge and spin) is 56.3 kcal per mole.



The following is a DFT calculation (wB97M-V/def2-TZVPD) of a structure of composition C28H35N4O4ReSSb2 in a non-equilibrium geometry.

```
! RIJCOSX wB97M-V def2-TZVPD def2/J DEFGRID3
* xyz 3 2
Re -0.55236 -0.88932 0.99640
C -4.47220 -1.86375 2.90277
C -3.29576 -1.71844 2.00869
N -2.36753 -0.82456 2.10850
N -2.25911 -0.07683 3.28873
C -1.14378 -0.32010 4.00162
N -0.99532 0.20082 5.19772
S 0.08906 -1.31229 3.29439
C -2.99909 -2.72172 0.97933
C -3.89873 -3.69748 0.59713
C -3.48103 -4.70505 -0.26549
C -2.16847 -4.70129 -0.70137
C -1.32121 -3.68660 -0.28404
N -1.71095 -2.70464 0.53851
H -4.56595 -1.06408 3.62960
H -4.41565 -2.81747 3.43286
H -5.38505 -1.88185 2.30347
H -3.02888 0.50421 3.59165
H -1.71753 0.72940 5.66760
H -0.13295 0.04882 5.70247
H -4.91261 -3.68467 0.97132
H -4.16863 -5.48001 -0.57713
H -1.78980 -5.47458 -1.35551
H -0.29389 -3.65728 -0.61929
C -3.22747 -1.03337 -2.08428
Sb -1.27476 -0.33675 -1.62500
C -1.37110 1.71447 -2.11759
C -0.11407 -1.22105 -3.19676
C 1.23612 -0.58812 -3.34481
C 1.36269 0.52877 -4.16707
C 2.58061 1.16844 -4.33085
C 3.70252 0.68405 -3.67505
C 3.59163 -0.43708 -2.86896
C 2.36984 -1.08094 -2.68938
C 2.32973 -2.29522 -1.80882
Sb 1.88064 -1.88022 0.24344
C 3.42753 -0.61990 0.93248
C 2.26248 -3.73406 1.19965
H -3.46609 -0.73710 -3.10477
H -3.95419 -0.58131 -1.41072
H -3.28324 -2.11880 -2.01397
H -2.13669 1.85067 -2.87929
H -0.39969 2.02182 -2.49873
H -1.62298 2.30209 -1.23646
H -0.72118 -1.07094 -4.09073
H -0.07808 -2.29396 -3.00984
H 0.49589 0.88743 -4.71132
H 2.65778 2.02447 -4.98726
H 4.66432 1.15883 -3.81241
H 4.47866 -0.83778 -2.39078
H 3.31521 -2.76119 -1.75362
H 1.63368 -3.06375 -2.14504
H 4.29002 -1.23936 1.17159
H 3.10051 -0.08305 1.82074
H 3.66865 0.08351 0.13849
H 3.26402 -4.06478 0.92894
H 1.54506 -4.49360 0.89467
H 2.21046 -3.60356 2.27947
O 0.04759 0.84205 1.01809
C 0.89326 1.67566 0.22245
O 1.42263 1.14665 -0.71751
C 0.98771 3.03667 0.67932
C 0.27249 3.49779 1.79001
C 0.36866 4.81598 2.21284
C 1.20443 5.63812 1.48294
O 1.45855 6.92572 1.69140
C 2.39503 7.34746 0.67603
O 2.64870 6.19896 -0.14174
C 1.92468 5.18328 0.36845
C 1.84106 3.89467 -0.06068
H -0.36744 2.81432 2.33032
H -0.17528 5.19360 3.06603
H 3.31633 7.67123 1.15588
H 1.93959 8.13416 0.07840
H 2.39095 3.53377 -0.91811
*
```

The value obtained for the total energy is -2563.97516 a.u. The value obtained for the HOMO energy (spin up / spin down) is -14.88 / -14.87 eV. The maximum force comes out at 1.11 eV Å⁻¹. As for the expectation value of S²: 0.770. Its energy relative to the best compared isomer or geometry (same formula, charge and spin) is 2.8 kcal per mole.



The following is a DFT calculation (wB97M-V/def2-TZVPD) of a structure of composition C28H35N5O3PPtS.

```
! RIJCOSX wB97M-V def2-TZVPD def2/J DEFGRID3
* xyz 3 5
Pt 0.70296 1.35257 0.75860
C -0.42743 4.24679 1.63791
C -0.49006 4.10416 0.12632
N 0.66450 3.30343 -0.34042
C 1.97698 4.01038 -0.23044
C 3.06773 3.12217 0.35032
N 2.54884 2.35407 1.51568
C 2.28083 3.19511 2.71763
C 0.90646 2.94375 3.31538
N -0.14200 2.93410 2.26748
H 0.34952 4.95028 1.93240
H -1.36819 4.65045 2.01155
H -1.39671 3.57874 -0.17648
H -0.49742 5.08818 -0.34815
H 0.52033 3.01066 -1.30282
H 2.28896 4.35621 -1.21541
H 1.82913 4.89936 0.37992
H 3.42875 2.40403 -0.38081
H 3.91358 3.73977 0.66129
H 3.20948 1.61195 1.73420
H 3.04079 3.00344 3.47490
H 2.39127 4.23841 2.42621
H 0.87340 1.97311 3.80955
H 0.69793 3.70841 4.06776
H -0.98945 2.54662 2.66879
O 1.85419 -0.63471 0.39472
S 2.40009 -0.21575 -0.93676
O 3.77753 0.14379 -0.93728
O 1.47089 0.92052 -1.31682
C 2.12726 -1.53636 -2.05552
C 3.23328 -2.05418 -2.70544
C 3.07682 -3.15907 -3.53892
C 1.83308 -3.74358 -3.69537
C 0.72179 -3.22077 -3.03665
C 0.85335 -2.10250 -2.22161
P -0.64065 -1.43193 -1.48362
C -1.51456 -2.69068 -0.61167
C -0.76472 -3.45947 0.29621
C -1.38012 -4.47915 0.99497
C -2.73856 -4.72801 0.80977
C -3.48402 -3.96440 -0.08262
C -2.88162 -2.94351 -0.79542
C -1.57400 -0.45208 -2.61006
C -1.09284 -0.20857 -3.90467
C -1.83675 0.57074 -4.77170
C -3.04244 1.12379 -4.35362
C -3.50843 0.91353 -3.05754
C -2.77549 0.13922 -2.17989
H 4.20604 -1.60732 -2.55285
H 3.93782 -3.56447 -4.05265
H 1.71614 -4.61123 -4.33067
H -0.24726 -3.68684 -3.16818
H 0.29674 -3.27295 0.41944
H -0.80276 -5.10209 1.66555
H -3.21408 -5.53795 1.34738
H -4.53076 -4.18511 -0.24157
H -3.45517 -2.38473 -1.52217
H -0.16099 -0.64776 -4.23665
H -1.48444 0.73866 -5.78028
H -3.62396 1.72327 -5.04148
H -4.44685 1.34930 -2.74239
H -3.13607 -0.02208 -1.17055
C -0.31242 -2.73091 4.45813
N -0.57419 -1.61391 3.54336
C -1.80315 -1.05679 3.28840
C -1.58960 -0.02223 2.43592
N -0.23501 0.04732 2.16650
C 0.34181 -0.93470 2.85301
H -1.13093 -3.44141 4.38482
H -0.23568 -2.36567 5.47951
H 0.61610 -3.21617 4.17027
H -2.70816 -1.43642 3.73128
H -2.31041 0.64070 1.98676
H 1.39300 -1.17152 2.84726
*
```

The value obtained for the total energy is -2445.31456 a.u. The value obtained for the HOMO energy (spin up / spin down) is -16.15 / -17.10 eV. The maximum force comes out at 0.09 eV Å⁻¹. As for the expectation value of S²: 6.026. Its energy relative to the best compared isomer or geometry (same formula, charge and spin) is 0.0 kcal per mole.